(1)
This record from OMol25 describes a cluster of 3 separate species, C4H14O2 in total at a distorted geometry. The level of theory is ωB97M-V/def2-TZVPD.

Each line ends with the Mulliken charge.
Cartesian coordinates (Å):
C: 1.444 2.222 -1.666  -1.33
C: 0.790 0.974 -1.058  0.81
C: 1.106 -0.407 -1.855  -1.29
C: 1.214 0.507 0.314  -1.30
H: 1.340 3.039 -0.956  0.36
H: 2.528 2.039 -1.725  0.30
H: 1.214 2.490 -2.686  0.34
H: -0.317 1.251 -0.750  0.17
H: 2.082 -0.598 -2.243  0.35
H: 0.579 -0.347 -2.885  0.30
H: 0.775 -1.213 -1.240  0.40
H: 2.290 0.465 0.425  0.36
H: 1.049 0.946 1.330  0.35
H: 0.836 -0.609 0.681  0.18
O: -1.922 -0.357 2.988  -0.66
H: -1.189 -0.798 3.594  0.31
H: -2.341 -1.062 2.407  0.36
O: -3.495 -2.610 1.718  -0.64
H: -3.498 -3.435 2.083  0.29
H: -4.485 -2.496 1.524  0.33

Atomic forces in eV per Å
C 1.485 -0.891 1.241
C -1.624 -1.309 0.668
C -2.888 2.576 -2.536
C 1.072 -2.217 4.073
H -0.241 0.369 -0.299
H -0.021 -0.032 0.181
H -0.867 -0.016 -0.100
H 1.450 -1.028 -1.955
H 1.294 0.468 0.710
H 0.095 -0.460 1.637
H -0.353 -0.661 -0.140
H 0.717 -0.495 -0.563
H -0.905 1.110 -1.239
H 0.773 2.583 -1.670
O 1.583 -1.968 0.960
H -2.539 1.100 -2.215
H 0.921 0.835 1.280
O -2.619 3.449 -1.985
H 0.443 -3.574 1.670
H 2.225 0.162 0.282

Summary:
* E: -8468.01773 eV
* ΔE to the lowest compared entry with this formula, charge and spin: 225.9 kJ/mol
* SMILES string: CC(C)C.O.O
* gap between HOMO and LUMO: 0.399 hartree

(2)
This record from OMol25 describes a cluster of 2 separate species, C3H9NO2 in total at a distorted geometry. The level of theory is ωB97M-V/def2-TZVPD.

Each line ends with the Mulliken charge.
Cartesian coordinates (Å):
C: 0.572 -0.633 2.054  -0.43
N: 0.582 0.736 1.833  -0.43
O: 0.859 0.817 -0.384  -0.48
H: 0.647 1.753 -0.251  0.36
H: -0.394 1.030 1.691  0.35
H: 1.513 -1.001 2.465  0.31
H: -0.317 -1.001 2.586  0.30
H: 0.443 -1.149 1.042  0.03
C: -0.465 -0.070 -2.224  -1.16
C: -0.406 0.128 -0.684  0.68
O: -1.421 0.647 -0.114  -0.56
H: -0.130 -0.923 -0.285  0.04
H: -0.629 0.900 -2.692  0.31
H: 0.457 -0.513 -2.597  0.32
H: -1.310 -0.721 -2.439  0.34

Atomic forces in eV per Å
C -0.141 -0.878 -0.559
N -0.355 0.717 0.862
O -0.739 -0.279 -0.960
H 0.039 -0.183 0.061
H 0.261 -0.026 -0.024
H -0.092 -0.005 0.057
H 0.163 0.055 0.150
H 0.285 0.051 0.620
C -0.374 -0.013 0.041
C 1.885 0.258 -0.089
O -0.451 -0.121 -0.064
H -0.480 0.402 -0.215
H 0.031 -0.037 0.027
H -0.043 0.053 0.156
H 0.012 0.006 -0.064

Summary:
* E: -8837.15478 eV
* ΔE to the lowest compared entry with this formula, charge and spin: 559.7 kJ/mol
* gap between HOMO and LUMO (spin up / spin down): 0.365 / 0.240 hartree

(3)
This record from OMol25 describes a structure of composition C24H43Cl2F5OP2Pr at a distorted geometry. The level of theory is ωB97M-V/def2-TZVPD.

Each line ends with the Löwdin spin population.
Cartesian coordinates (Å):
Pr: 0.755 -1.322 -0.619  2.04
Cl: 0.285 0.915 -2.047  -0.01
P: 3.248 0.354 -0.725  0.00
C: 3.772 2.096 -0.495  0.00
C: 4.441 -0.632 0.310  0.00
C: 3.594 0.040 -2.552  0.00
C: 2.866 2.766 0.556  0.00
H: 3.543 2.542 -1.483  0.00
C: 5.248 2.370 -0.176  0.00
H: 5.551 1.915 0.781  0.00
H: 5.369 3.453 -0.068  0.00
H: 5.931 2.037 -0.968  0.00
H: 1.801 2.596 0.336  0.00
H: 3.070 3.843 0.530  0.00
H: 3.089 2.393 1.566  0.00
H: 3.025 0.876 -2.991  0.00
C: 2.919 -1.273 -3.028  0.00
C: 5.053 0.180 -2.960  0.00
H: 5.386 1.227 -2.972  0.00
H: 5.182 -0.193 -3.987  0.00
H: 5.732 -0.398 -2.319  0.00
H: 3.068 -2.117 -2.333  0.00
H: 3.355 -1.570 -3.980  0.00
H: 1.841 -1.113 -3.207  0.00
C: 4.277 -0.312 1.803  0.00
H: 5.425 -0.293 -0.038  0.00
C: 4.318 -2.143 0.068  0.00
H: 4.511 0.727 2.064  0.00
H: 4.984 -0.950 2.358  0.00
H: 3.262 -0.552 2.154  0.00
H: 3.377 -2.554 0.474  0.00
H: 5.138 -2.613 0.623  0.00
H: 4.438 -2.426 -0.986  0.00
Cl: 0.703 -2.029 1.917  -0.01
H: -0.539 -0.068 0.402  -0.02
P: -3.799 0.324 0.631  0.00
C: -4.457 0.586 -1.042  0.00
C: -4.249 -1.307 1.376  0.00
C: -3.636 1.836 1.626  0.00
C: -3.496 -0.108 -2.036  0.00
H: -4.399 1.680 -1.191  0.00
C: -5.924 0.180 -1.197  0.00
H: -6.057 -0.909 -1.104  0.00
H: -6.254 0.488 -2.200  0.00
H: -6.569 0.683 -0.461  0.00
H: -2.476 0.304 -1.947  0.00
H: -3.839 0.026 -3.076  0.00
H: -3.429 -1.193 -1.849  0.00
H: -3.275 2.583 0.898  0.00
C: -2.533 1.646 2.693  0.00
C: -4.969 2.344 2.176  0.00
H: -5.629 2.712 1.382  0.00
H: -4.771 3.178 2.859  0.00
H: -5.500 1.560 2.727  0.00
H: -1.753 0.960 2.337  0.00
H: -2.944 1.266 3.635  0.00
H: -2.050 2.611 2.899  0.00
C: -3.798 -2.477 0.469  0.00
H: -5.353 -1.266 1.410  0.00
C: -3.697 -1.496 2.801  0.00
H: -4.260 -2.431 -0.532  0.00
H: -4.087 -3.445 0.918  0.00
H: -2.690 -2.469 0.365  0.00
H: -2.590 -1.541 2.780  0.00
H: -4.063 -2.455 3.209  0.00
H: -4.019 -0.696 3.484  0.00
F: -1.042 -7.286 -3.976  0.00
C: -0.976 -6.027 -3.493  0.00
C: -1.553 -4.959 -4.199  0.00
F: -2.116 -5.206 -5.402  0.00
C: -1.530 -3.683 -3.669  0.00
F: -2.115 -2.657 -4.316  0.00
C: -0.867 -3.434 -2.448  0.00
O: -0.877 -2.235 -1.936  0.00
C: -0.197 -4.506 -1.814  0.00
F: 0.592 -4.219 -0.710  0.00
C: -0.302 -5.793 -2.286  0.00
F: 0.252 -6.818 -1.598  0.00

Atomic forces in eV per Å
Pr -1.659 1.377 1.031
Cl 0.263 0.308 -0.602
P -0.143 -0.762 0.053
C -0.195 0.386 -0.128
C 0.342 0.522 -0.729
C -0.175 0.186 0.607
C -0.043 0.066 -0.215
H 0.019 -0.058 0.412
C 0.013 -0.012 0.010
H -0.045 0.136 -0.394
H 0.076 -0.079 -0.006
H -0.165 -0.014 0.258
H 0.369 0.013 0.092
H -0.127 -0.057 0.169
H -0.114 0.091 -0.258
H 0.032 -0.310 0.028
C 0.083 0.261 0.120
C 0.310 -0.164 -0.393
H -0.131 -0.282 0.170
H 0.051 0.054 0.145
H -0.090 0.097 -0.108
H -0.075 0.243 -0.298
H -0.020 -0.104 -0.105
H 0.363 -0.012 0.105
C 0.107 -0.298 0.076
H 0.194 -0.288 0.300
C 0.226 0.059 0.189
H -0.140 -0.232 -0.150
H -0.222 0.167 -0.038
H 0.205 0.077 -0.115
H 0.230 0.142 -0.158
H -0.181 -0.171 -0.045
H -0.035 0.104 0.319
Cl 0.466 -0.479 0.335
H 0.365 -0.374 -0.191
P 3.217 -0.824 -0.679
C -0.406 -0.018 0.122
C -1.332 0.252 0.165
C -0.743 -0.021 0.174
C -0.149 0.102 -0.213
H 0.087 -0.286 0.055
C -0.103 0.105 -0.514
H 0.010 0.309 -0.012
H -0.207 -0.249 0.077
H 0.214 -0.179 -0.149
H -0.455 -0.223 0.013
H 0.022 0.002 0.187
H 0.022 0.538 -0.090
H -0.005 -0.426 0.092
C -0.008 0.252 -0.109
C 0.183 0.455 0.508
H 0.126 -0.156 0.050
H -0.258 0.110 0.120
H 0.100 0.117 -0.024
H -0.213 0.147 0.018
H 0.025 0.022 -0.114
H -0.152 -0.121 0.082
C 0.236 0.143 0.045
H 0.150 -0.714 0.278
C 0.195 -0.030 -0.149
H 0.257 -0.018 0.439
H 0.021 0.381 -0.031
H -0.659 0.100 -0.059
H -0.506 0.134 0.019
H 0.104 0.302 -0.163
H 0.132 -0.230 -0.213
F -0.043 0.211 -0.017
C 0.161 0.231 0.278
C 0.156 -0.576 0.038
F 0.086 0.093 0.502
C 0.120 -0.269 0.060
F 0.230 -0.505 0.210
C -0.052 0.835 0.414
O 0.307 -0.764 -0.273
C 0.047 0.423 0.059
F -0.847 -0.203 -0.897
C -0.025 -0.441 -0.295
F -0.198 0.391 -0.488

Summary:
* <S²>: 2.00
* total charge: -1
* 2S+1: 3
* E: -98914.35722 eV
* gap between HOMO and LUMO (spin up / spin down): 0.201 / 0.200 hartree